58
Properties=species:S:1:pos:R:3 method="wB97M-V/def2-TZVPD" largest_force_ev_per_a=0.18 spin_multiplicity=3 total_charge=+1 mol_weight_g_mol=421.26 homo_ev="-9.8 / -10.0" gap_ha="0.27682 / 0.27478" energy_ha=-2927.11063
C 2.84335 1.14244 -0.23280
H -0.37999 2.99338 1.75457
H 0.05119 3.97391 -4.19925
H -3.43849 1.97649 -0.90806
H -2.82245 3.23616 1.13595
H -1.79825 0.06586 -1.37023
H -2.43796 -3.91376 0.64577
C -3.62806 -2.22437 4.15981
N 1.60234 1.22628 -0.88886
H -0.03080 -4.08210 1.01038
H -1.27967 -3.48296 3.16711
H 4.29060 -0.56000 2.32821
H 1.42756 2.84859 -5.91944
Ni 0.12860 0.90485 0.17494
H 2.22804 -0.52246 0.97554
H -2.73703 -4.26143 -1.78713
H -4.66358 -1.91489 4.02791
C 0.69509 3.14785 -3.92556
S -0.21419 -1.90085 1.79129
C -2.81926 -1.94853 2.89679
O -0.81524 -0.63327 1.17929
C -2.62067 1.61682 -0.28153
H -2.27328 -2.37747 -0.19308
H 5.87306 2.64880 -0.01350
H 3.78297 2.74847 -1.30889
C 5.06732 1.96426 0.21746
C 5.21505 1.04743 1.25321
C -1.73970 -4.10024 -1.38115
C 1.47270 2.52490 -4.88872
N -1.53670 0.99759 -1.06777
H -0.96311 -1.96053 3.99493
N -0.94092 2.23638 1.37823
C 3.01052 0.20922 0.79237
C -0.42017 -3.17310 0.54236
H 2.94219 1.00570 -5.25822
H -1.32622 1.53524 -1.90496
H -2.82966 -0.88193 2.66607
C 4.18012 0.17235 1.53887
C -2.04248 2.76050 0.53969
H -1.31902 1.72804 2.17232
C -1.80990 -3.35672 -0.05104
H -1.62228 3.51738 -0.12451
C 1.59524 1.68111 -2.22220
H 6.13281 1.01121 1.82373
H 0.20755 3.26123 -1.83114
C 2.32409 1.49146 -4.51443
H 0.29607 -2.87965 -0.23017
H -1.26736 -5.07592 -1.26132
H -3.27521 -2.45400 2.04622
H 3.04631 0.26049 -2.91085
H -3.62806 -3.28697 4.40628
C 3.89695 2.02087 -0.51631
C -1.37733 -2.39796 3.08426
H -1.16169 -3.53663 -2.11519
C 2.38698 1.07004 -3.19790
H -3.22065 -1.68542 5.01597
C 0.76237 2.73481 -2.60105
H -3.01967 0.85104 0.38570



53
Properties=species:S:1:pos:R:3 method="wB97M-V/def2-TZVPD" largest_force_ev_per_a=1.50 total_charge=0 mol_weight_g_mol=498.38 homo_ev=-10.9 gap_ha=0.40720 smiles="CC[C@H]1C[C@@H](O)COS1(=O)=O.O=C1OC[C@@H](F)O1.O=C1OC[C@@H](F)O1.O=C1OC[C@@H](F)O1" energy_ha=-2260.09979
C 3.08101 0.29522 0.89282
C -1.29655 -2.68107 1.23457
H -1.37456 -1.95272 2.04161
H -4.95112 2.08084 -0.05332
H -1.59641 -2.21600 0.29797
C 1.69625 3.74630 0.71974
H 3.71845 -0.18518 2.81749
H -0.36904 3.20620 0.67579
O -2.74187 1.13445 -1.43236
O 2.17739 1.13478 2.98139
H 2.22725 3.35792 1.57180
H 1.46592 -0.26154 -0.38348
O 1.63172 -3.01895 -1.67961
H -0.21589 0.86393 0.46635
H 0.69177 -0.66676 -4.51825
C 0.88489 -2.52575 -2.45643
O -2.11769 -3.82073 1.52274
C 2.77903 -0.00640 2.31860
C 0.08081 -3.30126 1.18116
C -3.04490 1.06031 -0.04796
O 0.16900 -3.19904 -3.38435
H 0.37274 -3.69028 0.20431
C 1.85871 0.64464 0.05294
O -3.37353 3.18771 -0.81215
H 2.21465 1.25346 -0.76556
H -2.11793 1.05444 0.52759
H -0.85266 -2.50028 -5.06669
H 2.19572 -0.91129 2.40674
O 0.62323 -1.19004 -2.53025
H 4.52557 1.26798 0.02193
S 0.66418 1.28882 2.53973
H 3.55252 -0.59691 0.48479
H 0.46843 2.83062 -0.80522
C -0.04027 -0.95043 -3.76073
C -3.90254 2.28495 0.16582
O -0.03033 -4.37260 2.09726
H -3.81615 2.70131 1.16545
H -1.70020 -2.31519 -3.51656
O 4.04705 1.34818 0.85996
H 2.37834 3.89982 -0.10728
O -2.32191 2.89867 -2.78162
C 0.55471 2.80812 0.27441
C -1.34006 -4.76227 2.11311
C -0.73005 -2.27142 -4.01237
C 0.69024 1.37502 0.75457
O -1.73556 -5.77832 2.56849
O 0.17813 2.48289 3.10903
C -2.77029 2.45742 -1.78129
H 1.28088 4.71320 0.95166
F 1.03696 -2.43969 1.61147
F -3.72040 -0.08935 0.19547
F -0.91155 0.06093 -3.57984
O -0.07884 0.11695 2.86545



21
Properties=species:S:1:pos:R:3 method="wB97M-V/def2-TZVPD" largest_force_ev_per_a=1.84 total_charge=0 mol_weight_g_mol=110.15 homo_ev=-10.8 gap_ha=0.41715 smiles=CC[C@H](C)O.O.O energy_ha=-386.50522
H -0.46254 -5.10821 -0.90713
H 2.09729 0.42491 2.36902
H -0.12161 -0.40664 0.89139
C 1.88022 0.58145 1.31380
H -2.27565 1.82243 0.87672
H -0.68835 -3.58726 -0.81272
H -1.97491 2.31194 -0.79817
H -0.22967 -0.56777 -1.52895
O -0.97866 -4.42696 -0.41746
H 0.11801 2.59720 0.36948
C 0.33815 0.55131 1.16221
H -2.11471 0.64010 -0.37980
H 2.09042 1.64204 1.09030
H 2.51091 -0.00019 0.65558
H 0.96303 1.81835 -1.49986
C -1.69819 1.59076 -0.02463
H 0.68037 -1.87473 -1.87971
H -0.11754 0.76791 2.12945
O 0.35714 1.18315 -1.13198
C -0.19276 1.57050 0.15742
O -0.18095 -1.53028 -1.63496



Please write out number 2 again, unchanged.
53
Properties=species:S:1:pos:R:3 method="wB97M-V/def2-TZVPD" largest_force_ev_per_a=1.50 total_charge=0 mol_weight_g_mol=498.38 homo_ev=-10.9 gap_ha=0.40720 smiles="CC[C@H]1C[C@@H](O)COS1(=O)=O.O=C1OC[C@@H](F)O1.O=C1OC[C@@H](F)O1.O=C1OC[C@@H](F)O1" energy_ha=-2260.09979
C 3.08101 0.29522 0.89282
C -1.29655 -2.68107 1.23457
H -1.37456 -1.95272 2.04161
H -4.95112 2.08084 -0.05332
H -1.59641 -2.21600 0.29797
C 1.69625 3.74630 0.71974
H 3.71845 -0.18518 2.81749
H -0.36904 3.20620 0.67579
O -2.74187 1.13445 -1.43236
O 2.17739 1.13478 2.98139
H 2.22725 3.35792 1.57180
H 1.46592 -0.26154 -0.38348
O 1.63172 -3.01895 -1.67961
H -0.21589 0.86393 0.46635
H 0.69177 -0.66676 -4.51825
C 0.88489 -2.52575 -2.45643
O -2.11769 -3.82073 1.52274
C 2.77903 -0.00640 2.31860
C 0.08081 -3.30126 1.18116
C -3.04490 1.06031 -0.04796
O 0.16900 -3.19904 -3.38435
H 0.37274 -3.69028 0.20431
C 1.85871 0.64464 0.05294
O -3.37353 3.18771 -0.81215
H 2.21465 1.25346 -0.76556
H -2.11793 1.05444 0.52759
H -0.85266 -2.50028 -5.06669
H 2.19572 -0.91129 2.40674
O 0.62323 -1.19004 -2.53025
H 4.52557 1.26798 0.02193
S 0.66418 1.28882 2.53973
H 3.55252 -0.59691 0.48479
H 0.46843 2.83062 -0.80522
C -0.04027 -0.95043 -3.76073
C -3.90254 2.28495 0.16582
O -0.03033 -4.37260 2.09726
H -3.81615 2.70131 1.16545
H -1.70020 -2.31519 -3.51656
O 4.04705 1.34818 0.85996
H 2.37834 3.89982 -0.10728
O -2.32191 2.89867 -2.78162
C 0.55471 2.80812 0.27441
C -1.34006 -4.76227 2.11311
C -0.73005 -2.27142 -4.01237
C 0.69024 1.37502 0.75457
O -1.73556 -5.77832 2.56849
O 0.17813 2.48289 3.10903
C -2.77029 2.45742 -1.78129
H 1.28088 4.71320 0.95166
F 1.03696 -2.43969 1.61147
F -3.72040 -0.08935 0.19547
F -0.91155 0.06093 -3.57984
O -0.07884 0.11695 2.86545